41
Properties=species:S:1:pos:R:3 method="wB97M-V/def2-TZVPD" homo_ev=-11.316 lumo_energy_ha=-0.141 total_energy_ha=-619.68756 de_lowest_kj_mol=370.51 charge=+1
C 2.620 -2.018 1.729
C 2.568 -0.908 0.523
C 2.334 0.641 1.015
C 0.762 1.067 1.211
C -0.121 0.041 2.136
C -1.658 0.673 2.239
C -2.658 0.112 1.040
C -3.386 -1.320 1.435
N -4.751 -1.411 0.733
H 2.759 -3.079 1.201
H 1.646 -2.105 2.371
H 3.512 -1.866 2.495
H 3.642 -0.929 0.003
H 1.811 -1.233 -0.333
H 2.757 1.334 0.140
H 2.980 0.944 1.971
H 0.166 1.229 0.209
H 0.770 2.111 1.788
H -0.195 -1.055 1.732
H 0.287 0.019 3.242
H -1.518 1.850 2.165
H -2.136 0.440 3.289
H -2.114 -0.038 0.014
H -3.539 0.890 0.843
H -3.615 -1.431 2.585
H -2.687 -2.193 1.067
H -5.459 -0.952 1.370
H -4.661 -0.769 -0.110
H -5.013 -2.393 0.472
C 2.428 1.773 -2.618
O 2.361 2.858 -2.056
N 1.362 1.088 -3.163
C 1.523 -0.195 -3.814
C 0.039 1.670 -3.081
H 3.387 1.243 -2.735
H 1.183 -0.111 -4.851
H 0.916 -0.938 -3.288
H 2.569 -0.515 -3.805
H 0.046 2.642 -3.584
H -0.220 1.819 -2.029
H -0.700 1.016 -3.553



50
Properties=species:S:1:pos:R:3 method="wB97M-V/def2-TZVPD" homo_ev=-10.395 lumo_energy_ha=-0.114 total_energy_ha=-1460.56211 charge=+1
O -1.198 -3.200 3.841
C -1.775 -3.297 2.810
O -2.671 -4.355 2.648
C -1.449 -2.252 1.708
C -1.998 -2.601 0.284
N -1.390 -3.883 -0.144
O -1.993 -5.110 -0.081
C -0.160 -3.875 -0.629
N 0.670 -2.781 -0.836
C 1.784 -3.335 -1.376
N 1.687 -4.679 -1.465
N 0.466 -5.021 -1.000
H -2.120 -5.131 2.437
H -1.823 -1.261 2.049
H -0.338 -2.166 1.678
H -3.107 -2.598 0.227
H -1.658 -1.768 -0.381
H -2.855 -5.045 -0.536
H 2.659 -2.746 -1.701
H 2.392 -5.327 -1.808
H 0.159 -5.990 -0.958
O -0.402 0.569 0.404
P 0.113 1.784 -0.362
N 1.625 1.838 0.484
C 2.380 3.012 0.886
C 2.516 0.711 0.209
N -0.998 2.882 0.374
C -0.627 4.110 1.057
C -2.154 2.310 1.060
N 0.613 3.082 -1.448
C -0.511 3.541 -2.316
C 1.675 2.695 -2.408
H 2.814 3.574 0.049
H 3.209 2.731 1.540
H 1.793 3.702 1.484
H 2.903 0.724 -0.819
H 1.989 -0.238 0.348
H 3.371 0.693 0.886
H -0.246 3.913 2.066
H -1.497 4.764 1.169
H 0.098 4.698 0.497
H -1.880 1.901 2.040
H -2.613 1.520 0.467
H -2.930 3.064 1.213
H -0.900 2.723 -2.929
H -0.180 4.346 -2.974
H -1.338 3.950 -1.741
H 1.421 1.777 -2.945
H 2.638 2.555 -1.921
H 1.839 3.488 -3.139



46
Properties=species:S:1:pos:R:3 method="wB97M-V/def2-TZVPD" homo_ev=-11.258 lumo_energy_ha=-0.195 total_energy_ha=-3783.90576 charge=+1
C -2.389 0.950 -0.744
C -2.178 2.402 -0.324
C -1.264 3.152 -1.252
O -2.016 3.393 -2.538
S -1.269 3.745 -3.842
Br 0.038 2.103 -4.276
H -3.147 0.868 -1.527
H -1.459 0.506 -1.117
H -2.702 0.331 0.097
H -1.706 2.467 0.663
H -3.126 2.942 -0.242
H -0.968 4.148 -0.914
H -0.382 2.566 -1.530
H -0.269 4.534 -3.362
C -3.345 -2.264 2.061
O -2.238 -1.572 1.501
C -1.367 -1.008 2.465
C -0.155 -1.876 2.740
O -0.503 -3.116 3.315
C -0.535 -4.195 2.398
H -3.767 -2.888 1.276
H -3.038 -2.895 2.897
H -4.110 -1.562 2.408
H -1.904 -0.818 3.401
H -1.017 -0.045 2.076
H 0.492 -1.348 3.447
H 0.410 -2.024 1.812
H 0.479 -4.501 2.119
H -1.091 -3.939 1.493
H -1.025 -5.027 2.899
C 3.930 1.369 -2.336
O 4.245 0.336 -1.431
C 3.834 0.583 -0.098
C 2.562 -0.161 0.249
O 1.462 0.251 -0.555
C 1.215 -0.600 -1.659
H 4.102 0.982 -3.340
H 2.884 1.684 -2.239
H 4.573 2.243 -2.185
H 3.698 1.657 0.067
H 4.630 0.240 0.567
H 2.305 0.038 1.292
H 2.721 -1.238 0.139
H 0.702 -1.518 -1.356
H 2.131 -0.857 -2.194
H 0.555 -0.037 -2.320



48
Properties=species:S:1:pos:R:3 method="wB97M-V/def2-TZVPD" homo_ev=-9.065 lumo_energy_ha=0.019 total_energy_ha=-1869.23675 charge=0
C 2.985 -0.939 1.664
C 1.997 -0.972 2.974
C 0.942 0.278 3.081
C 0.008 0.481 1.712
C 0.249 2.077 1.275
Si -1.889 0.249 2.049
F -2.219 -0.662 3.569
C -2.577 2.053 2.410
N -1.972 2.535 3.715
O -2.805 -0.339 0.670
Si -2.376 -1.984 0.228
Cl -1.173 -3.029 1.655
C -1.570 -2.136 -1.546
C 0.049 -2.389 -1.397
C 0.956 -1.742 -2.608
C 1.181 -0.118 -2.492
N -0.098 0.620 -2.823
C -0.036 1.345 -4.150
N -0.758 2.531 -4.247
N 0.737 0.862 -5.362
H 3.956 -1.606 1.837
H 3.305 0.150 1.327
H 2.426 -1.418 0.748
H 1.367 -1.974 3.057
H 2.711 -0.886 3.927
H 0.214 0.051 3.971
H 1.464 1.315 3.343
H 0.422 -0.155 0.820
H 1.311 2.252 0.789
H -0.538 2.455 0.487
H 0.231 2.769 2.247
H -2.441 2.782 1.504
H -3.739 1.887 2.616
H -1.438 3.441 3.568
H -1.306 1.791 4.079
H -3.652 -2.739 0.132
H -2.014 -3.140 -2.015
H -1.863 -1.262 -2.267
H 0.249 -3.560 -1.421
H 0.487 -1.968 -0.389
H 2.038 -2.234 -2.506
H 0.536 -2.103 -3.641
H 1.465 0.137 -1.377
H 2.090 0.182 -3.168
H -0.423 1.242 -2.051
H -0.632 2.930 -5.209
H 1.665 1.360 -5.463
H 0.882 -0.171 -5.285